(1)
Molecular formula: C51H115N6O
Method: DFT, wB97M-V/def2-TZVPD

Atoms and positions in Å:
1 C 2.47 -0.09 -1.01
2 C 1.12 0.30 -0.36
3 C 0.91 -0.57 0.89
4 O 1.03 1.68 -0.02
5 H 2.56 -1.14 -1.29
6 H 3.39 0.19 -0.49
7 H 2.50 0.40 -1.98
8 H 0.27 0.00 -0.97
9 H 0.98 -1.60 0.54
10 H -0.04 -0.41 1.40
11 H 1.76 -0.51 1.57
12 C -0.92 -7.44 4.50
13 C -1.49 -6.24 5.31
14 C -0.65 -5.78 6.52
15 N -1.32 -4.77 7.54
16 C -1.76 -3.49 6.73
17 C -0.39 -4.28 8.66
18 C -1.32 -3.91 9.86
19 C -2.61 -4.72 9.66
20 C -2.54 -5.37 8.31
21 H -0.99 -8.34 5.12
22 H 0.11 -7.22 4.23
23 H -1.37 -7.60 3.52
24 H -2.47 -6.37 5.78
25 H -1.50 -5.49 4.52
26 H 0.13 -5.15 6.11
27 H -0.23 -6.60 7.11
28 H -2.50 -3.86 6.02
29 H -0.96 -2.94 6.22
30 H -2.29 -2.86 7.44
31 H 0.21 -3.45 8.30
32 H 0.21 -5.16 8.89
33 H -1.42 -2.83 9.87
34 H -0.80 -4.25 10.76
35 H -3.48 -4.07 9.65
36 H -2.76 -5.57 10.33
37 H -3.40 -5.32 7.64
38 H -2.14 -6.38 8.42
39 C -2.50 8.30 -5.81
40 C -1.75 7.08 -6.39
41 C -0.42 6.85 -5.69
42 N 0.48 5.72 -6.29
43 C -0.18 4.27 -6.14
44 C 1.80 5.59 -5.49
45 C 2.78 4.93 -6.49
46 C 2.25 5.06 -7.88
47 C 1.06 6.03 -7.66
48 H -2.77 8.11 -4.77
49 H -3.42 8.57 -6.33
50 H -1.86 9.18 -5.89
51 H -1.72 7.08 -7.48
52 H -2.36 6.20 -6.19
53 H -0.34 6.81 -4.60
54 H 0.14 7.76 -5.91
55 H -1.17 4.46 -6.54
56 H -0.24 4.10 -5.07
57 H 0.41 3.53 -6.68
58 H 1.64 5.07 -4.55
59 H 2.21 6.56 -5.18
60 H 2.87 3.92 -6.09
61 H 3.71 5.49 -6.34
62 H 2.03 4.03 -8.14
63 H 3.04 5.43 -8.54
64 H 0.32 6.03 -8.46
65 H 1.52 7.02 -7.65
66 C -4.55 3.31 4.77
67 C -4.13 4.72 4.39
68 C -3.70 4.83 2.86
69 N -3.10 6.15 2.39
70 C -3.08 6.18 0.84
71 C -3.90 7.40 2.75
72 C -3.30 7.93 4.00
73 C -1.84 7.71 3.70
74 C -1.70 6.37 2.98
75 H -5.09 2.89 3.92
76 H -5.08 3.10 5.70
77 H -3.71 2.61 4.80
78 H -3.34 5.03 5.08
79 H -5.03 5.27 4.65
80 H -4.53 4.94 2.17
81 H -3.09 4.00 2.50
82 H -2.37 5.46 0.42
83 H -2.66 7.16 0.59
84 H -4.07 6.17 0.38
85 H -3.82 8.19 2.01
86 H -4.97 7.22 2.92
87 H -3.56 8.97 4.23
88 H -3.76 7.39 4.82
89 H -1.56 8.47 2.98
90 H -1.25 7.92 4.60
91 H -0.99 6.30 2.16
92 H -1.47 5.59 3.71
93 C 4.28 -7.79 -2.28
94 C 3.34 -8.21 -3.47
95 C 3.68 -9.59 -4.09
96 N 2.56 -10.26 -4.96
97 C 2.05 -9.29 -6.05
98 C 1.30 -10.64 -4.08
99 C 0.69 -11.79 -4.92
100 C 1.83 -12.59 -5.49
101 C 2.91 -11.56 -5.64
102 H 3.93 -6.83 -1.91
103 H 5.31 -7.59 -2.58
104 H 4.29 -8.48 -1.44
105 H 3.28 -7.48 -4.28
106 H 2.34 -8.30 -3.05
107 H 3.86 -10.31 -3.29
108 H 4.51 -9.55 -4.79
109 H 1.63 -8.44 -5.51
110 H 1.27 -9.79 -6.62
111 H 2.90 -9.02 -6.67
112 H 0.68 -9.75 -3.96
113 H 1.77 -10.91 -3.13
114 H 0.12 -11.41 -5.77
115 H 0.00 -12.44 -4.39
116 H 1.47 -12.93 -6.47
117 H 2.17 -13.40 -4.84
118 H 3.32 -11.44 -6.64
119 H 3.81 -11.87 -5.10
120 C -2.95 -3.99 -2.39
121 C -4.17 -3.05 -2.23
122 C -4.25 -2.01 -3.39
123 N -5.52 -1.15 -3.20
124 C -5.78 -0.27 -4.43
125 C -5.35 -0.27 -2.04
126 C -6.57 -0.23 -1.27
127 C -7.18 -1.60 -1.44
128 C -6.85 -1.95 -2.93
129 H -2.95 -4.20 -3.46
130 H -3.02 -4.89 -1.78
131 H -2.01 -3.51 -2.09
132 H -4.08 -2.50 -1.29
133 H -5.04 -3.70 -2.22
134 H -4.37 -2.44 -4.38
135 H -3.40 -1.34 -3.48
136 H -5.80 -0.81 -5.37
137 H -4.89 0.34 -4.56
138 H -6.53 0.52 -4.29
139 H -5.05 0.75 -2.28
140 H -4.56 -0.56 -1.34
141 H -7.26 0.53 -1.65
142 H -6.57 -0.08 -0.19
143 H -8.24 -1.68 -1.19
144 H -6.85 -2.43 -0.82
145 H -7.59 -1.47 -3.57
146 H -6.78 -2.99 -3.25
147 C 7.47 6.19 -0.18
148 C 7.40 5.97 1.30
149 C 6.39 4.82 1.91
150 N 6.11 4.96 3.43
151 C 5.67 6.42 3.86
152 C 7.50 4.67 4.06
153 C 7.24 3.93 5.31
154 C 6.09 3.00 4.91
155 C 5.25 3.74 3.86
156 H 8.10 7.00 -0.55
157 H 6.49 6.46 -0.59
158 H 7.81 5.27 -0.67
159 H 7.09 6.92 1.75
160 H 8.39 5.82 1.71
161 H 6.81 3.82 1.78
162 H 5.35 4.75 1.59
163 H 4.70 6.46 3.37
164 H 6.42 7.18 3.67
165 H 5.57 6.32 4.94
166 H 7.89 5.67 4.24
167 H 8.13 4.00 3.47
168 H 6.80 4.64 6.00
169 H 8.14 3.57 5.79
170 H 5.44 2.76 5.75
171 H 6.50 2.04 4.59
172 H 4.25 3.93 4.25
173 H 5.13 3.03 3.05

Calculated values
total charge: +5
LUMO: -7.53 eV
largest force on an atom: 0.06627 hartree/bohr
relative energy (zero: lowest compared OMol25 entry of this formula, charge and spin): 64.65 kJ/mol
spin multiplicity: 1
frontier orbital gap: 0.16638 Ha

Atom charges from the Mulliken analysis, given in e for atoms 1 to 99: number 1, C, carries -1.191; number 2, C, carries 0.671; number 3, C, carries -1.265; number 4, O, carries -0.948; number 5, H, carries 0.345; number 6, H, carries 0.281; number 7, H, carries 0.280; number 8, H, carries -0.081; number 9, H, carries 0.313; number 10, H, carries 0.292; number 11, H, carries 0.319; number 12, C, carries -1.346; number 13, C, carries -0.294; number 14, C, carries -0.707; number 15, N, carries 0.059; number 16, C, carries -1.024; number 17, C, carries -0.574; number 18, C, carries -0.610; number 19, C, carries -0.604; number 20, C, carries -0.625; number 21, H, carries 0.361; number 22, H, carries 0.349; number 23, H, carries 0.357; number 24, H, carries 0.321; number 25, H, carries 0.299; number 26, H, carries 0.429; number 27, H, carries 0.462; number 28, H, carries 0.397; number 29, H, carries 0.326; number 30, H, carries 0.451; number 31, H, carries 0.371; number 32, H, carries 0.413; number 33, H, carries 0.344; number 34, H, carries 0.353; number 35, H, carries 0.309; number 36, H, carries 0.362; number 37, H, carries 0.452; number 38, H, carries 0.370; number 39, C, carries -1.363; number 40, C, carries -0.212; number 41, C, carries -0.767; number 42, N, carries 0.266; number 43, C, carries -0.915; number 44, C, carries -0.875; number 45, C, carries -0.441; number 46, C, carries -0.717; number 47, C, carries -0.506; number 48, H, carries 0.313; number 49, H, carries 0.394; number 50, H, carries 0.345; number 51, H, carries 0.384; number 52, H, carries 0.255; number 53, H, carries 0.464; number 54, H, carries 0.335; number 55, H, carries 0.307; number 56, H, carries 0.406; number 57, H, carries 0.373; number 58, H, carries 0.466; number 59, H, carries 0.377; number 60, H, carries 0.324; number 61, H, carries 0.333; number 62, H, carries 0.272; number 63, H, carries 0.395; number 64, H, carries 0.414; number 65, H, carries 0.370; number 66, C, carries -1.543; number 67, C, carries -0.080; number 68, C, carries -0.962; number 69, N, carries 0.428; number 70, C, carries -1.149; number 71, C, carries -0.713; number 72, C, carries -0.519; number 73, C, carries -0.558; number 74, C, carries -0.546; number 75, H, carries 0.350; number 76, H, carries 0.379; number 77, H, carries 0.377; number 78, H, carries 0.369; number 79, H, carries 0.312; number 80, H, carries 0.488; number 81, H, carries 0.429; number 82, H, carries 0.410; number 83, H, carries 0.507; number 84, H, carries 0.375; number 85, H, carries 0.421; number 86, H, carries 0.235; number 87, H, carries 0.413; number 88, H, carries 0.235; number 89, H, carries 0.312; number 90, H, carries 0.403; number 91, H, carries 0.341; number 92, H, carries 0.280; number 93, C, carries -1.361; number 94, C, carries -0.335; number 95, C, carries -0.744; number 96, N, carries 0.124; number 97, C, carries -1.030; number 98, C, carries -0.574; number 99, C, carries -0.754

(2)
Molecular formula: H40O20
Method: DFT, wB97M-V/def2-TZVPD

Atoms and positions in Å:
1 O 0.86 1.29 -5.11
2 H 1.26 0.91 -5.90
3 H 0.74 0.48 -4.53
4 O -2.03 -2.95 -0.06
5 H -1.08 -2.69 0.04
6 H -2.06 -3.81 -0.45
7 O 1.83 2.31 -2.70
8 H 1.45 2.10 -3.62
9 H 1.77 1.54 -2.10
10 O -1.44 1.46 0.60
11 H -0.96 2.33 0.56
12 H -1.61 1.30 1.54
13 O 0.08 3.48 -0.99
14 H 0.60 3.06 -1.76
15 H -0.23 4.25 -1.53
16 O 0.13 -1.66 0.54
17 H 1.08 -1.93 0.47
18 H 0.11 -1.45 1.54
19 O 2.70 -0.52 1.77
20 H 2.98 -1.33 2.21
21 H 3.24 0.18 2.08
22 O -0.26 -1.84 3.34
23 H -1.26 -1.89 3.29
24 H -0.02 -0.92 3.65
25 O 0.22 0.90 3.05
26 H 0.89 0.31 2.58
27 H 0.53 1.79 2.92
28 O 2.24 -3.02 2.42
29 H 2.58 -3.86 2.66
30 H 1.43 -2.90 2.91
31 O 3.96 1.39 2.99
32 H 3.34 2.06 2.62
33 H 4.88 1.68 2.89
34 O 0.86 -1.05 -3.56
35 H 0.62 -0.98 -2.58
36 H 0.06 -1.57 -3.82
37 O -3.69 1.53 -0.86
38 H -3.99 2.41 -1.21
39 H -2.82 1.68 -0.49
40 O -3.86 1.07 2.08
41 H -4.54 1.27 2.72
42 H -4.03 1.56 1.23
43 O -2.64 -0.94 -1.92
44 H -2.35 -1.44 -1.12
45 H -3.05 -0.16 -1.53
46 O -1.65 -1.88 -4.27
47 H -1.68 -1.18 -4.95
48 H -1.93 -1.42 -3.42
49 O 1.69 2.69 1.35
50 H 1.70 3.50 0.87
51 H 1.23 2.09 0.75
52 O -2.97 -1.77 2.43
53 H -3.40 -0.97 2.27
54 H -2.92 -2.25 1.60
55 O 2.85 -2.23 -0.86
56 H 3.07 -1.48 -0.28
57 H 2.95 -1.83 -1.73
58 O 1.06 0.65 -0.42
59 H 1.39 -0.02 0.19
60 H 0.11 0.68 -0.38

Calculated values
LUMO: 0.14 eV
largest force on an atom: 0.05407 hartree/bohr
relative energy (zero: lowest compared OMol25 entry of this formula, charge and spin): 0.00 kJ/mol
spin multiplicity: 1
frontier orbital gap: 0.40898 Ha

For each atom in turn, the natural (NBO) charge in e is: number 1, O, carries -0.991; number 2, H, carries 0.480; number 3, H, carries 0.508; number 4, O, carries -1.011; number 5, H, carries 0.516; number 6, H, carries 0.484; number 7, O, carries -1.008; number 8, H, carries 0.517; number 9, H, carries 0.506; number 10, O, carries -0.999; number 11, H, carries 0.509; number 12, H, carries 0.520; number 13, O, carries -1.028; number 14, H, carries 0.510; number 15, H, carries 0.472; number 16, O, carries -1.011; number 17, H, carries 0.507; number 18, H, carries 0.509; number 19, O, carries -1.034; number 20, H, carries 0.512; number 21, H, carries 0.499; number 22, O, carries -1.029; number 23, H, carries 0.533; number 24, H, carries 0.506; number 25, O, carries -1.000; number 26, H, carries 0.493; number 27, H, carries 0.500; number 28, O, carries -0.976; number 29, H, carries 0.480; number 30, H, carries 0.507; number 31, O, carries -0.972; number 32, H, carries 0.513; number 33, H, carries 0.489; number 34, O, carries -0.999; number 35, H, carries 0.487; number 36, H, carries 0.504; number 37, O, carries -0.994; number 38, H, carries 0.483; number 39, H, carries 0.505; number 40, O, carries -0.992; number 41, H, carries 0.481; number 42, H, carries 0.507; number 43, O, carries -1.005; number 44, H, carries 0.504; number 45, H, carries 0.502; number 46, O, carries -0.982; number 47, H, carries 0.471; number 48, H, carries 0.514; number 49, O, carries -1.015; number 50, H, carries 0.493; number 51, H, carries 0.505; number 52, O, carries -0.990; number 53, H, carries 0.493; number 54, H, carries 0.503; number 55, O, carries -0.954; number 56, H, carries 0.478; number 57, H, carries 0.479; number 58, O, carries -1.016; number 59, H, carries 0.512; number 60, H, carries 0.512

(3)
Molecular formula: Cl2H2NO2PS
Method: DFT, wB97M-V/def2-TZVPD

Atoms and positions in Å:
1 N -0.96 -0.99 0.05
2 O -0.11 0.92 -1.18
3 O 0.64 0.71 1.24
4 P 0.37 -0.11 -0.05
5 S 2.31 -1.11 -0.19
6 Cl 0.84 1.97 -2.07
7 Cl -0.83 1.71 1.71
8 H -1.27 -1.32 1.07
9 H -0.99 -1.77 -0.57

Calculated values
LUMO: -1.98 eV
largest force on an atom: 0.12228 hartree/bohr
relative energy (zero: lowest compared OMol25 entry of this formula, charge and spin): 310.86 kJ/mol
spin multiplicity: 1
frontier orbital gap: 0.24979 Ha

For each atom in turn, the natural (NBO) charge in e is: number 1, N, carries -1.223; number 2, O, carries -0.834; number 3, O, carries -0.778; number 4, P, carries 2.027; number 5, S, carries -0.574; number 6, Cl, carries 0.324; number 7, Cl, carries 0.179; number 8, H, carries 0.448; number 9, H, carries 0.432